This record from OMol25 describes 14 unconnected molecules or ions with the total composition C14H56N28O14 at a distorted geometry. The level of theory is ωB97M-V with the def2-TZVPD basis set.

Structure (XYZ):
```
112
Properties=species:S:1:pos:R:3:forces:R:3
C -23.0874 15.4905 5.0391 -0.12 1.40 0.26
O -24.2941 15.3888 5.0448 -2.21 -0.07 0.14
N -22.4353 16.6168 5.2652 1.40 3.07 0.58
N -22.2765 14.5215 4.7787 2.62 -3.46 -0.95
H -22.8546 17.4272 5.6982 -0.25 -0.50 -0.09
H -21.4259 16.5958 5.2381 -0.35 0.16 0.12
H -22.6374 13.5791 4.8195 -0.43 -0.49 -0.23
H -21.2749 14.6001 4.8821 -0.36 0.20 0.04
C -30.0038 14.8655 2.2266 -0.33 0.41 -0.17
O -29.3368 14.6567 3.2227 0.80 -0.21 2.36
N -30.9035 15.8323 2.1033 -0.70 1.26 -0.03
N -29.8271 14.1317 1.1581 -0.47 -1.63 -2.81
H -31.4175 15.9297 1.2394 0.01 0.16 0.50
H -31.0453 16.4464 2.8926 -0.39 -0.05 0.09
H -30.2070 14.4266 0.2700 0.08 -0.29 0.22
H -29.1619 13.3719 1.1750 0.23 0.51 -0.11
C -26.6457 17.2423 2.6285 2.01 3.25 2.36
O -25.8903 18.2609 2.7491 -1.27 -1.99 -1.18
N -27.6452 17.0790 1.8028 -1.55 1.40 -3.28
N -26.6903 16.2909 3.5226 1.26 -2.03 2.20
H -28.1755 16.2195 1.7994 0.00 0.59 -0.25
H -27.8813 17.9311 1.3147 -0.48 -0.59 -0.35
H -25.8646 16.1400 4.0843 -0.05 -0.13 0.08
H -27.4049 15.5815 3.4441 0.26 -0.05 0.21
C -23.7694 19.6139 7.7846 -2.77 0.30 4.79
O -24.3104 19.8414 8.8628 -0.08 0.04 0.56
N -22.7200 20.2246 7.3705 4.54 2.51 -2.09
N -24.1705 18.7044 6.9423 -0.73 -2.09 -3.10
H -22.1727 20.9063 7.8762 -0.56 -0.28 0.09
H -22.3785 19.9226 6.4692 0.52 0.51 0.35
H -23.8775 19.0605 6.0437 -1.00 -0.93 -0.73
H -25.0884 18.2872 7.0005 -0.24 0.00 0.10
C -28.8834 11.5317 4.7196 0.27 2.62 -1.28
O -28.7501 12.4711 5.4840 -0.35 1.18 0.68
N -29.1818 11.6367 3.4410 -1.34 2.85 -3.04
N -28.6834 10.3179 4.9750 0.94 -4.84 2.73
H -28.7880 11.0440 2.7242 0.05 0.14 0.33
H -29.2053 12.6209 3.2154 -0.16 0.35 -0.73
H -28.2260 10.1780 5.8646 -0.03 -1.27 -0.32
H -28.8886 9.7443 4.1694 0.57 -1.09 1.20
C -31.6703 14.1542 9.6591 3.47 -0.94 -1.52
O -30.9097 14.0821 8.6766 -0.25 0.60 0.93
N -31.4008 14.3274 10.9236 3.07 1.42 2.76
N -32.9059 13.8310 9.6273 -5.49 -1.32 -1.99
H -30.4396 14.3214 11.2338 -0.51 0.58 0.39
H -32.2177 14.4971 11.4929 1.22 0.26 0.77
H -33.1020 13.1630 8.8956 -0.78 0.16 0.15
H -33.2563 13.6923 10.5644 -1.06 -0.68 -1.06
C -32.6269 19.0561 10.5313 1.80 -1.79 -3.03
O -33.4385 18.2188 10.8066 -1.35 -1.67 0.77
N -31.6829 18.9501 9.5853 0.56 -3.18 -2.35
N -32.4611 20.2003 11.0369 -1.06 5.89 4.85
H -31.7746 18.0527 9.1311 0.65 0.41 -0.75
H -31.0322 19.6524 9.2637 -0.33 -0.41 -0.02
H -32.8253 20.2525 11.9775 0.02 0.88 -0.10
H -31.7452 20.8377 10.7187 -0.28 -0.28 0.50
C -32.0297 15.7114 5.7726 0.62 1.65 -3.68
O -32.0505 16.4223 4.7693 -0.15 0.22 -0.14
N -31.3884 14.5921 5.8922 2.27 -3.90 0.34
N -32.6389 15.9903 6.8811 -2.31 1.81 2.69
H -30.7486 14.1637 5.2386 -0.16 0.35 -0.29
H -31.5936 14.1134 6.7575 0.81 -0.49 -0.42
H -32.5164 15.3422 7.6460 -0.75 0.76 0.15
H -33.3516 16.6961 6.7628 0.01 -0.14 0.87
C -29.0872 20.3484 7.5131 0.40 -1.68 -1.47
O -29.8747 19.6516 6.9065 -0.80 -0.64 -0.28
N -29.2261 21.6403 7.6565 -0.45 2.94 1.26
N -27.8714 19.9358 7.9396 1.32 -1.11 0.98
H -28.5470 22.0028 8.3103 -0.42 1.02 -0.51
H -30.0155 22.1439 7.2779 0.21 -0.14 0.43
H -27.5064 20.2022 8.8428 0.07 0.26 -0.14
H -27.5378 19.0200 7.6750 -0.16 -0.30 0.02
C -27.8334 16.5721 6.9926 -1.22 0.03 0.47
O -26.8966 17.2036 7.4791 1.46 0.13 -0.75
N -27.8601 15.5352 6.1883 1.43 -1.64 -1.14
N -29.0805 16.8859 7.3314 -0.93 0.90 1.43
H -28.7765 15.1531 6.0027 0.60 -0.25 -0.67
H -27.0300 15.2216 5.7061 -0.33 -0.15 0.18
H -29.1216 17.7320 7.8816 -0.98 -0.29 -0.11
H -29.8456 16.2534 7.1455 -0.14 0.69 0.12
C -26.2632 13.2769 1.7531 0.35 1.56 1.23
O -27.3777 13.2604 1.3212 -2.40 -0.97 -1.81
N -25.1347 13.3447 1.1138 3.87 -0.46 -2.64
N -26.0128 13.4512 3.0315 -1.14 -0.84 4.19
H -24.3483 13.2341 1.7379 0.27 0.24 -0.77
H -24.9595 13.6512 0.1676 -0.49 -0.29 0.25
H -26.7816 13.2498 3.6548 0.03 0.13 0.08
H -25.1300 13.5713 3.5071 0.08 -0.01 -0.31
C -27.0523 17.6048 11.0762 1.79 1.84 3.33
O -26.8865 18.2715 12.0584 -0.48 2.38 3.21
N -26.2801 17.6988 10.0855 3.30 0.27 -4.91
N -27.8498 16.6183 11.0285 -5.09 -5.27 -0.43
H -26.4271 17.0155 9.3564 0.81 0.73 -0.51
H -25.4388 18.2509 10.1725 -0.20 0.09 -0.47
H -27.8084 16.0023 10.2291 -0.26 -0.02 0.32
H -28.4081 16.3446 11.8244 0.24 0.39 -0.24
C -27.3756 12.8112 8.7593 1.18 -0.14 3.77
O -26.4947 12.0252 8.4709 2.06 -1.47 0.28
N -28.3314 13.0501 7.9967 -4.87 1.47 -3.30
N -27.4394 13.4258 9.9979 0.69 -0.17 -0.57
H -28.4671 12.5836 7.1112 0.47 -0.19 -0.40
H -29.0838 13.7004 8.1733 0.20 0.05 0.50
H -26.6314 13.2361 10.5734 -0.62 0.35 0.43
H -28.3236 13.8391 10.2577 0.66 -0.14 0.40
C -24.4126 12.1045 5.8774 -0.06 2.64 0.41
O -23.6169 12.1985 4.9805 2.08 0.10 -2.56
N -25.0831 13.0888 6.4425 -1.31 3.14 0.19
N -24.6849 11.0198 6.4945 -0.62 -5.59 1.94
H -24.8316 14.0622 6.3456 -0.06 -0.17 -0.68
H -25.7465 12.8454 7.1642 0.27 0.16 0.07
H -25.2908 11.1316 7.2947 0.22 -0.60 0.23
H -23.9637 10.3128 6.5090 -0.43 -0.09 -0.16
```
Positions in Å, forces in eV/Å.

Output
Calculated total energy   -85823.5713 eV
Largest force on an atom   7.702 eV Å⁻¹

Atom charges from the Löwdin analysis, given in e for atoms 1 to 99: -0.73, 0.00, 0.18, 0.18, 0.07, 0.11, 0.05, 0.12, -0.76, -0.01, 0.19, 0.17, 0.11, 0.09, 0.12, 0.06, -0.71, -0.05, 0.18, 0.16, 0.08, 0.12, 0.06, 0.06, -0.77, 0.02, 0.17, 0.18, 0.13, 0.11, 0.11, 0.09, -0.77, 0.02, 0.18, 0.20, 0.12, 0.05, 0.14, 0.13, -0.72, -0.01, 0.19, 0.17, 0.12, 0.13, 0.14, 0.12, -0.82, 0.05, 0.16, 0.16, 0.09, 0.09, 0.13, 0.12, -0.77, 0.02, 0.19, 0.18, 0.09, 0.07, 0.07, 0.13, -0.76, 0.03, 0.16, 0.17, 0.11, 0.12, 0.11, 0.05, -0.67, -0.03, 0.21, 0.20, 0.08, 0.09, 0.08, 0.08, -0.75, 0.03, 0.19, 0.19, 0.11, 0.12, 0.10, 0.08, -0.88, 0.03, 0.19, 0.18, 0.08, 0.11, 0.08, 0.12, -0.72, -0.01, 0.21

This record from OMol25 describes 14 unconnected molecules or ions with the total composition C14H56O14 at a distorted geometry. The level of theory is ωB97M-V with the def2-TZVPD basis set.

Structure (XYZ):
```
84
Properties=species:S:1:pos:R:3:forces:R:3
C -0.3938 0.1200 -0.0109 0.82 0.22 -0.12
O 0.5896 -0.8952 0.1714 -0.42 -0.27 -0.85
H -0.2731 0.5483 -1.0059 0.14 0.03 -0.13
H -1.4225 -0.2388 0.0230 -0.04 -0.22 0.43
H -0.2068 0.9333 0.6904 -0.37 0.05 0.10
H 0.9589 -0.8675 1.0570 -0.04 0.30 0.53
C 2.3181 0.3682 3.3845 -0.10 0.67 0.91
O 1.5304 -0.6650 2.8197 -0.09 -0.14 -0.56
H 1.6917 1.0012 4.0129 -0.02 0.02 0.20
H 3.1078 -0.0685 3.9958 0.19 0.14 -0.07
H 2.7264 1.0768 2.6638 -0.01 -0.56 -0.46
H 0.9265 -0.9665 3.5023 -0.06 -0.07 -0.04
C 4.7193 -0.9585 1.4450 -0.24 -0.17 -0.18
O 5.4078 -1.8964 0.6419 0.30 0.76 -0.08
H 5.3077 -0.0762 1.6967 0.47 -0.38 0.12
H 3.8655 -0.5502 0.9043 -0.41 -0.06 0.04
H 4.3882 -1.5080 2.3263 -0.22 0.56 0.42
H 4.7577 -2.5917 0.5168 0.36 -0.61 -0.36
C -4.0999 0.8102 -3.4627 0.03 -1.11 0.00
O -3.0352 0.6623 -2.4986 -0.18 0.74 -0.65
H -4.9402 0.2326 -3.0774 -0.29 0.17 -0.31
H -4.4185 1.8290 -3.6831 0.45 0.17 0.81
H -3.7907 0.4088 -4.4278 0.02 -0.23 -0.07
H -2.7946 -0.2653 -2.4408 -0.07 -0.03 0.00
C -0.6109 -3.3260 2.0504 1.71 0.69 -1.04
O -1.1579 -4.5819 2.2995 -1.11 -0.29 0.50
H 0.3552 -3.2611 2.5509 0.17 0.36 0.20
H -0.3996 -3.1769 0.9915 0.05 -0.15 -0.29
H -1.1656 -2.4169 2.2826 -0.77 -0.62 0.68
H -0.4540 -5.2271 2.2004 -0.09 0.01 -0.02
C -4.3844 1.1584 1.1448 0.60 0.72 -1.24
O -4.5512 0.6558 2.4183 -0.29 -0.70 1.28
H -3.5025 0.7156 0.6818 0.01 -0.15 0.13
H -5.2295 0.9441 0.4905 -0.16 0.09 -0.12
H -4.1848 2.2297 1.1669 -0.17 0.13 -0.20
H -5.3597 1.0391 2.7661 0.02 -0.07 0.22
C -1.0948 2.7149 3.1297 -0.46 -0.71 0.01
O 0.1024 3.4378 3.0943 -0.29 0.52 0.86
H -1.9712 3.1839 2.6825 0.15 0.39 -0.56
H -0.9411 1.7438 2.6589 -0.26 -0.24 -0.11
H -1.4566 2.5205 4.1393 0.62 0.09 0.34
H 0.4338 3.4407 2.1933 0.25 -0.26 -0.44
C 2.6755 -4.1348 0.6515 -0.28 0.68 -0.54
O 3.9932 -4.2255 0.1436 0.11 -0.18 0.18
H 2.6163 -4.3507 1.7183 -0.11 -0.43 -0.03
H 2.3516 -3.1003 0.5375 0.04 0.10 -0.04
H 2.0331 -4.7225 -0.0042 -0.40 -0.26 0.51
H 4.2461 -5.1493 0.2082 0.34 0.03 -0.07
C 0.0521 0.1843 -3.9360 -0.07 -0.72 -0.85
O 0.2204 1.5798 -3.9151 0.03 0.54 0.63
H 0.4397 -0.3397 -3.0624 0.03 0.53 0.13
H -1.0100 -0.0359 -4.0439 -0.03 -0.32 0.07
H 0.5978 -0.1729 -4.8093 -0.06 -0.53 -0.01
H -0.3709 1.8892 -4.6052 0.16 0.51 0.10
C -2.1496 3.6479 -0.6189 1.04 0.33 0.34
O -3.2225 2.9315 -1.1144 -1.17 0.33 -0.26
H -1.5078 3.0078 -0.0136 0.21 0.05 0.27
H -1.5176 4.0898 -1.3892 0.09 -0.01 -0.35
H -2.4782 4.4918 -0.0124 -0.31 -0.17 0.12
H -2.9212 2.2247 -1.6899 0.21 -0.28 0.09
C -3.9254 -2.1731 0.6349 0.38 -0.28 0.46
O -3.7846 -3.5870 0.7416 0.00 0.17 -0.68
H -4.7461 -1.8914 1.2946 0.08 0.69 -0.26
H -2.9874 -1.6887 0.9059 0.00 0.21 0.54
H -4.0565 -1.8230 -0.3890 -0.57 -0.58 -0.14
H -3.6597 -3.7678 1.6761 0.15 -0.22 0.01
C 1.3512 4.7576 0.2765 0.72 -0.75 -0.85
O 1.3338 3.3553 0.5994 -0.97 1.00 1.31
H 2.3909 5.0196 0.0803 0.00 0.45 0.17
H 0.7952 4.9902 -0.6317 -0.18 -0.22 -0.14
H 0.9231 5.3801 1.0622 0.16 -0.47 0.31
H 1.6846 2.7914 -0.0939 0.17 0.16 -0.88
C 3.0345 1.0506 -1.7845 0.92 -0.65 -0.44
O 2.1583 2.1418 -1.7222 -0.28 0.31 0.46
H 4.0549 1.3954 -1.6173 0.01 0.11 -0.04
H 2.8536 0.2542 -1.0626 -0.43 0.13 0.25
H 2.9960 0.5925 -2.7728 0.12 -0.06 -0.11
H 1.4719 2.0135 -2.3810 -0.34 0.15 -0.22
C 2.1906 -2.4424 -2.5041 0.38 -0.15 0.70
O 2.3701 -2.3849 -3.8997 0.17 0.20 -0.38
H 1.6514 -3.3309 -2.1755 -0.20 -0.04 -0.07
H 3.1760 -2.4939 -2.0409 0.18 -0.15 -0.18
H 1.7452 -1.5574 -2.0498 -0.39 0.03 -0.26
H 1.5823 -2.6544 -4.3777 -0.10 -0.01 0.25
```
Positions in Å, forces in eV/Å.

Output
Calculated total energy   -44084.7133 eV
Largest force on an atom   2.117 eV Å⁻¹

Charges computed using Löwdin, reported in e: -0.12, -0.14, 0.06, 0.06, 0.07, 0.02, -0.13, -0.14, 0.08, 0.08, 0.09, 0.09, -0.17, -0.12, 0.08, 0.05, 0.08, 0.01, -0.10, -0.16, 0.08, 0.09, 0.07, 0.08, -0.19, -0.09, 0.07, 0.07, 0.08, 0.08, -0.20, -0.11, 0.06, 0.09, 0.07, 0.08, -0.18, -0.11, 0.07, 0.06, 0.08, 0.01, -0.15, -0.12, 0.09, 0.07, 0.09, 0.10, -0.15, -0.11, 0.06, 0.07, 0.09, 0.09, -0.18, -0.12, 0.06, 0.07, 0.09, 0.02, -0.16, -0.12, 0.08, 0.05, 0.07, 0.07, -0.11, -0.16, 0.08, 0.07, 0.08, 0.03, -0.13, -0.11, 0.09, 0.06, 0.09, 0.05, -0.17, -0.11, 0.08, 0.08, 0.03, 0.07

This record from OMol25 describes a molecular structure, C14H7Cl2F3NO4PtS. The level of theory is ωB97M-V with the def2-TZVPD basis set.

Structure (XYZ):
```
33
Properties=species:S:1:pos:R:3:forces:R:3
Pt 0.5064 0.3721 -1.0199 -0.03 -0.04 -0.02
O 4.3273 -0.0345 0.3928 0.00 0.01 0.01
C 3.1075 -0.0180 0.3434 -0.01 0.00 -0.01
O 2.4554 0.5716 -0.6041 0.00 0.02 -0.01
C 2.3553 -0.6983 1.4853 -0.02 -0.01 0.00
C 3.0807 -1.5322 2.3322 0.00 0.01 -0.04
C 2.4264 -2.1420 3.3843 -0.01 -0.02 0.03
C 1.0740 -1.8921 3.5675 0.02 -0.03 0.00
C 0.4408 -1.0409 2.6778 -0.03 -0.03 -0.05
N 1.0609 -0.4570 1.6569 0.06 0.02 0.14
H 4.1331 -1.6760 2.1381 0.00 0.00 0.00
H 2.9598 -2.8060 4.0535 0.00 0.00 0.00
H 0.5197 -2.3514 4.3754 -0.01 0.00 0.00
H -0.6186 -0.8278 2.7787 0.00 0.03 0.00
Cl -1.7126 0.2587 -1.6250 -0.02 -0.06 -0.01
C -2.2064 1.9318 -1.7749 -0.07 0.08 -0.03
C -3.4981 2.1689 -2.2111 0.06 -0.08 0.01
C -3.9425 3.4735 -2.3185 -0.04 0.01 -0.02
C -3.0848 4.5118 -1.9814 -0.04 0.05 -0.01
C -1.8030 4.2420 -1.5487 0.00 -0.07 0.00
Cl -0.7773 5.5821 -1.1376 0.02 0.01 0.00
C -1.3007 2.9320 -1.4304 0.03 0.07 0.02
S 0.3198 2.6215 -0.8926 0.06 0.05 -0.03
H -4.1393 1.3337 -2.4613 0.00 0.00 0.00
H -4.9465 3.6828 -2.6613 0.00 0.00 0.00
H -3.4079 5.5413 -2.0552 0.01 0.00 0.01
F 1.5801 -4.2794 -1.5134 0.03 0.00 -0.02
C 0.5943 -3.9434 -0.6665 -0.05 -0.03 -0.01
F 1.1095 -3.9629 0.5779 0.01 0.00 0.02
F -0.3259 -4.9158 -0.7274 -0.01 0.01 0.00
C 0.0007 -2.5440 -0.9818 -0.03 0.00 -0.03
O -1.2085 -2.4270 -1.0890 0.05 -0.06 0.02
O 0.9204 -1.6749 -1.0638 -0.01 0.05 0.01
```
Positions in Å, forces in eV/Å.

Output
Calculated total energy   -71595.4436 eV
Total charge   -1
Largest force on an atom   0.156 eV Å⁻¹

Charges computed using natural (NBO), reported in e: 0.75, -0.65, 0.76, -0.70, 0.10, -0.21, -0.18, -0.26, 0.03, -0.42, 0.24, 0.21, 0.21, 0.19, 0.19, -0.07, -0.23, -0.24, -0.23, -0.04, 0.00, -0.23, -0.07, 0.22, 0.21, 0.22, -0.32, 0.88, -0.33, -0.32, 0.69, -0.66, -0.72

This record from OMol25 describes a molecular structure, C14H7Cl2F5GaNO4Te at a distorted geometry. The level of theory is ωB97M-V with the def2-TZVPD basis set.

Structure (XYZ):
```
35
Properties=species:S:1:pos:R:3:forces:R:3
Ga -0.0673 -0.0076 0.0079 2.78 2.44 0.01
Cl -7.5936 0.8958 0.0285 -0.12 0.05 0.00
C -5.8496 0.9793 0.0216 -0.08 -0.20 0.00
C -5.2187 2.2189 0.0022 0.18 -0.07 0.00
C -3.8438 2.3121 -0.0041 -0.26 0.31 -0.01
Cl -3.1994 3.9271 -0.0363 0.09 -0.07 -0.09
C -2.9952 1.1634 0.0099 0.36 -0.64 -0.04
O -1.7110 1.1860 0.0053 -2.26 0.75 -0.19
C -3.7162 -0.0721 0.0257 -0.07 -0.21 0.02
C -2.9274 -1.2813 0.0315 -0.12 0.72 -0.03
O -1.7134 -1.2455 0.0227 -1.78 -1.86 -0.01
C -5.1057 -0.1712 0.0324 -0.03 0.24 0.00
H -5.8072 3.1253 -0.0092 0.00 0.01 0.00
H -3.4684 -2.2428 0.0409 0.07 -0.09 0.01
H -5.5849 -1.1428 0.0447 0.03 -0.02 0.00
N 2.6119 7.1137 0.0249 -0.01 0.03 0.01
C 2.2063 6.0348 0.0222 -0.01 -0.03 -0.01
C 1.6998 4.6908 0.0179 0.14 0.19 -0.03
C 0.4288 4.4224 0.5026 -0.38 -0.04 0.23
C -0.0623 3.1241 0.4970 0.89 -0.08 -0.02
C 0.6922 2.0375 0.0115 -0.23 0.01 -0.01
C 1.9867 2.3463 -0.4720 -0.53 0.34 0.02
C 2.4766 3.6445 -0.4702 0.07 -0.26 -0.10
H -0.1881 5.2281 0.8891 0.06 0.03 -0.01
H -1.0447 2.9472 0.8827 0.05 0.10 0.13
H 2.6048 1.5540 -0.8544 0.04 -0.03 -0.04
H 3.4724 3.8386 -0.8520 -0.02 0.05 0.01
F 4.6582 -0.7039 -0.1519 0.00 -0.16 -0.11
Te 3.0277 -1.7059 -0.7061 -1.54 0.78 0.53
F 1.5544 -2.8487 -1.4813 1.45 -0.66 -1.11
F 2.9576 -2.5875 1.0767 0.27 -0.07 -0.18
F 4.2282 -3.1824 -1.3640 0.22 0.06 0.04
F 3.1387 -0.8277 -2.5016 0.11 -0.02 0.10
O 1.9543 -0.1447 -0.0163 1.63 -1.87 -0.61
O 0.4746 -1.6854 0.0157 -1.01 0.25 1.48
```
Positions in Å, forces in eV/Å.

Output
Calculated total energy   -122611.2425 eV
Total charge   -2
Largest force on an atom   3.701 eV Å⁻¹

Charges computed using natural (NBO), reported in e: 1.87, -0.05, -0.10, -0.21, -0.13, 0.00, 0.49, -0.79, -0.28, 0.44, -0.56, -0.17, 0.23, 0.12, 0.22, -0.42, 0.33, -0.24, -0.19, -0.26, -0.36, -0.14, -0.21, 0.20, 0.21, 0.26, 0.21, -0.70, 2.99, -0.68, -0.69, -0.70, -0.71, -1.14, -0.82